[1]
Density functional theory data (ωB97M-V with the def2-TZVPD basis set) for C23H39Al2BCl4F14N2O10P3S as an isolated structure.

```
99
Properties=species:S:1:pos:R:3:lowdin_charge:R:1
C 3.06172 -4.51581 -3.13936 -0.222
C 2.62249 -3.23042 -4.08086 -0.410
P 1.70283 -1.88350 -3.08545 0.986
C 2.80126 -0.37174 -2.68916 -0.409
C 2.38860 0.24977 -1.19993 -0.179
C 0.04120 -1.40452 -3.89815 -0.354
C -0.15007 0.12814 -4.51047 -0.080
C -1.39429 0.68576 -3.59333 -0.223
O -2.44905 1.45523 -3.87811 0.051
O -1.07086 0.03993 -2.27771 -0.102
C -0.98430 -1.40874 -2.61050 -0.276
C -2.53477 -1.86219 -2.89018 -0.010
C -3.01614 -2.94585 -4.05475 0.013
C -4.53708 -3.44821 -4.33277 -0.054
N -5.65990 -2.92901 -3.50134 0.056
C -5.29365 -1.91804 -2.46946 -0.270
C -3.85578 -1.28839 -2.03747 0.097
H 4.23298 -4.51256 -2.92571 0.123
H 2.53129 -4.39776 -2.07692 0.110
H 2.69112 -5.56191 -3.57478 -0.310
H 3.52002 -2.72933 -4.63853 0.088
H 1.83354 -3.66374 -4.86496 0.087
H 2.63826 0.50312 -3.45261 0.008
H 3.95868 -0.60575 -2.68817 0.092
H 1.60193 1.11273 -1.43259 -0.026
H 1.84188 -0.55042 -0.51144 0.096
H 3.30814 0.64473 -0.59160 0.079
H -0.21885 -2.09103 -4.83741 0.117
H -0.49879 0.06836 -5.63514 0.138
H 0.79017 0.82445 -4.56416 0.045
H -0.50589 -1.99667 -1.71654 0.141
H -2.16522 -3.39870 -4.75143 0.073
H -4.75069 -4.25096 -5.18349 0.124
H -6.21752 -1.49428 -1.83895 -0.108
H -3.71856 -0.47318 -1.17828 0.121
Al -6.41752 -2.43939 -0.66771 0.943
C 2.05682 3.92174 0.59683 -1.482
Cl 3.61267 3.87091 -0.24942 0.550
Cl 0.77218 3.25024 -0.42213 0.540
Cl 2.15512 3.04424 2.13295 0.558
H 1.81560 4.96594 0.81157 0.017
F -8.47865 -1.86794 -4.54799 -0.154
P -9.01748 -0.62373 -3.77939 -0.017
F -8.12329 -1.05084 -2.57704 -0.217
F -10.13693 -1.53899 -3.19861 -0.137
F -10.36273 0.10182 -4.08467 -0.141
F -8.48549 -0.08580 -5.14214 -0.141
F -8.51810 0.70075 -3.12806 -0.140
F 3.23727 0.68751 2.41259 -0.821
B 3.23728 4.82630 -3.87517 -1.083
F 4.56336 5.41238 -3.76722 0.086
F 3.29484 3.42395 -3.49586 -0.099
F 2.32279 5.53031 -2.99100 0.048
F 2.76807 4.93847 -5.24659 0.067
C -11.53808 -0.42029 -7.39574 -0.573
F -10.65208 0.09018 -8.31022 0.071
F -11.03669 -1.64550 -7.03563 0.079
F -11.42093 0.37175 -6.28181 0.075
S -13.28739 -0.51011 -8.04708 0.471
O -13.22421 -1.38783 -9.22385 -0.368
O -13.65495 0.87333 -8.37877 -0.362
O -14.08753 -1.07237 -6.95045 -0.356
C 4.37021 -0.63227 5.68375 -0.059
C 5.33164 0.53834 5.84325 -0.151
N 4.68994 1.80958 6.44951 -0.227
C 3.52137 2.24428 5.52885 0.008
C 5.69098 2.98778 6.39171 -0.153
C 6.94710 2.84202 7.23274 -0.068
C 4.06910 1.59556 7.86572 -0.048
C 4.97566 0.97855 8.94384 -0.194
O 5.38896 -0.34264 8.59696 -0.211
C 6.56852 -0.73929 9.29431 -0.080
H 3.59990 -0.42782 4.93159 0.070
H 4.92424 -1.51073 5.33294 0.095
H 3.87358 -0.91123 6.61644 0.072
H 5.72093 0.82063 4.85960 0.137
H 6.18757 0.25674 6.45902 0.100
H 3.90017 2.33712 4.50793 0.081
H 3.14301 3.20603 5.88676 0.104
H 2.72558 1.49722 5.58159 0.107
H 5.15091 3.89054 6.69194 0.128
H 5.97707 3.09595 5.33631 0.136
H 6.76692 3.15752 8.26280 0.073
H 7.71710 3.51980 6.84847 0.092
H 7.37331 1.83830 7.22452 0.073
H 3.19881 0.94497 7.71855 0.133
H 3.71418 2.57524 8.19329 0.137
H 4.39282 0.89762 9.87113 0.138
H 5.82846 1.61010 9.17123 0.092
H 6.62249 -0.29955 10.29412 0.091
H 7.44454 -0.44580 8.70993 0.085
H 6.55905 -1.82763 9.38741 0.095
Al 2.51247 -7.07296 -3.89787 1.090
O -4.39816 -1.45536 1.14860 -0.336
P -2.88756 -1.47628 1.43450 -0.073
O -2.65114 -1.36491 2.94959 -0.132
O -2.21508 -0.29122 0.72196 -0.180
O -2.28571 -2.79315 0.91731 -0.199
Cl 1.61247 2.80035 -3.43602 0.947
```

LUMO, eV: -3.54
HOMO, eV: -4.41
Frontier orbital gap, eV: 0.866
Total charge: -1
Calculated total energy, eV: -188624.756



[2]
Density functional theory data (ωB97M-V with the def2-TZVPD basis set) for C23H39Cl2GeN3OsS as an isolated structure.

```
70
Properties=species:S:1:pos:R:3:nbo_charge:R:1
Os 0.77467 1.79186 1.30526 0.869
Cl 1.13496 0.21381 3.03179 0.272
C 2.12243 -0.92722 2.09733 -0.056
C 3.10460 -1.64789 2.73250 -0.191
C 3.88012 -2.49702 1.94597 -0.131
C 3.66442 -2.59813 0.57773 -0.116
C 2.66241 -1.85042 -0.03204 -0.054
Cl 2.37051 -1.99319 -1.72146 0.105
C 1.86415 -0.99931 0.72982 -0.293
S 0.57911 -0.03306 -0.06025 0.178
H 3.27276 -1.56072 3.79897 0.283
H 4.66620 -3.07836 2.41059 0.284
H 4.27313 -3.26112 -0.02469 0.275
C -6.27013 -1.54687 0.26111 -0.611
C -4.88626 -0.92081 0.37745 -0.389
C -4.11557 -0.94137 -0.93649 -0.412
C -2.71079 -0.32766 -0.82167 -0.839
Ge -1.55533 -1.40241 0.30719 1.393
C -1.14262 -3.20353 -0.21930 -0.854
C -2.36386 -4.08264 0.13019 -0.407
C -2.03426 -5.56000 -0.08312 -0.388
C -3.24743 -6.45568 0.14323 -0.610
H -6.76451 -1.59251 1.22923 0.240
H -6.21856 -2.55400 -0.15400 0.220
H -6.90781 -0.95852 -0.39998 0.231
H -4.31243 -1.45121 1.15469 0.178
H -4.98519 0.11517 0.72819 0.190
H -4.66078 -0.37945 -1.69840 0.248
H -4.05319 -1.96182 -1.31696 0.221
H -2.76003 0.69005 -0.43026 0.207
H -2.23143 -0.28067 -1.80459 0.253
H -1.65388 -1.22517 1.82955 -0.153
H -0.25878 -3.55757 0.31767 0.247
H -0.91860 -3.23577 -1.28720 0.258
H -3.21528 -3.81452 -0.49829 0.217
H -2.67341 -3.93341 1.17035 0.215
H -1.23104 -5.84797 0.60263 0.205
H -1.62791 -5.71242 -1.08622 0.213
H -3.75931 -6.21388 1.07528 0.213
H -2.95213 -7.50245 0.16038 0.248
H -3.97493 -6.35329 -0.66396 0.220
N -1.84275 1.60937 2.11128 -0.638
N -0.99287 2.67806 1.67850 -0.528
H -2.82354 1.83344 1.93564 0.424
H -1.73273 1.49099 3.11663 0.402
H -0.95913 3.44478 2.36056 0.426
H -1.36339 3.06428 0.80645 0.436
C 4.29205 3.73571 -3.10492 -0.428
N 3.48137 2.55538 -2.64053 -0.329
C 4.26535 1.73521 -1.66664 -0.425
C 2.09527 2.90065 -2.13513 -0.272
C 2.06492 3.73826 -0.87272 0.084
C 2.33145 5.09139 -0.93117 -0.201
C 2.38126 5.90950 0.21621 -0.020
C 2.13103 5.39606 1.48807 -0.177
C 1.78504 4.06493 1.56221 -0.209
C 1.68115 3.24051 0.41188 -0.248
H 5.19681 3.36157 -3.57903 0.271
H 4.56427 4.34367 -2.24727 0.232
H 3.71743 4.31163 -3.82758 0.251
H 3.32439 1.97938 -3.47182 0.453
H 4.53667 2.36331 -0.82054 0.232
H 5.17020 1.37920 -2.15378 0.272
H 3.66329 0.88645 -1.34642 0.218
H 1.58265 1.95441 -1.96888 0.236
H 1.59695 3.43228 -2.94572 0.268
H 2.50854 5.55472 -1.89468 0.265
H 2.63567 6.95802 0.10624 0.286
H 2.20533 6.01705 2.37144 0.290
H 1.61930 3.62097 2.56355 0.248
```

LUMO (spin up / spin down), eV: -15.17 / -15.03
Energy relative to the best compared isomer or geometry (same formula, charge and spin), kJ/mol: 0.00
HOMO (spin up / spin down), eV: -19.29 / -19.29
Frontier orbital gap (spin up / spin down), eV: 4.121 / 4.257
Total charge: +4
Calculated total energy, eV: -123772.941



[3]
Density functional theory data (ωB97M-V with the def2-TZVPD basis set) for an isolated ion of composition C23H39ClF7N2OS and charge +1.

```
74
Properties=species:S:1:pos:R:3:lowdin_charge:R:1
C 3.62391 -3.49542 0.69481 -0.160
C 4.88285 -2.39968 0.72165 -0.256
C 4.47509 -1.13362 -0.24514 -0.225
C 4.99036 0.24542 0.53397 -0.212
C 5.46399 1.28703 -0.64043 -0.220
C 4.09483 1.94418 -1.28681 -0.211
C 3.70842 3.23683 -0.34320 -0.213
C 2.07454 3.33009 -0.25593 -0.246
C 1.58483 3.86070 1.24733 -0.220
C 0.06161 4.48863 1.25056 -0.229
C -1.12706 3.43362 1.65323 -0.183
C -1.43212 2.23028 0.61146 -0.531
Cl -1.23884 2.95640 -1.12554 0.708
C -0.57399 0.81019 0.68880 -0.325
S 1.09193 0.39126 1.42136 0.813
N -1.21705 -0.30903 0.14249 -0.124
N -0.63653 -1.56482 0.12819 0.066
C -2.57221 0.15252 -0.42201 -0.159
C -3.76251 -0.94463 -0.65654 -0.139
C -3.34505 -2.28528 -1.49378 -0.203
C -2.61951 -2.02602 -2.93561 -0.185
C -3.01005 -3.07277 -4.12947 -0.217
O -3.62942 -4.33190 -3.69514 -0.264
C -2.66857 -5.24354 -3.05513 -0.122
C -2.89915 1.52339 0.47838 -0.131
C -3.96269 1.45575 1.70456 -0.121
F -4.24079 2.87009 2.17143 0.007
F -5.32802 1.02951 1.20786 0.022
C -3.48835 0.66498 3.05215 -0.085
F -2.08075 0.89807 3.46665 0.036
F -4.32478 1.23921 4.17457 0.041
C -3.74238 -0.94477 3.09163 -0.129
F -5.12784 -1.39279 2.82663 0.070
F -3.46208 -1.36278 4.51894 0.036
F -2.76458 -1.75085 2.28147 0.021
H 3.28956 -3.64533 -0.43817 0.083
H 2.72384 -3.11011 1.34732 0.061
H 4.04727 -4.50914 1.12312 0.080
H 5.86236 -2.93939 0.32913 0.120
H 5.02214 -2.03320 1.84586 0.112
H 3.29734 -1.11969 -0.33679 0.072
H 4.95925 -1.22001 -1.30805 0.120
H 5.91514 0.00870 1.23622 0.118
H 4.12257 0.70851 1.20102 0.094
H 6.11777 0.81719 -1.49011 0.115
H 6.04802 2.17202 -0.13064 0.111
H 4.31087 2.32525 -2.39725 0.126
H 3.19858 1.19189 -1.32001 0.089
H 4.24459 3.24449 0.69826 0.113
H 4.10920 4.19595 -0.93138 0.129
H 1.49711 2.38305 -0.62579 0.044
H 1.75564 4.21098 -0.99635 0.121
H 1.80002 3.09452 2.10489 0.086
H 2.30293 4.78932 1.47054 0.128
H 0.07351 5.29139 2.13735 0.131
H -0.17915 5.15067 0.28674 0.116
H -0.80399 2.97595 2.70734 0.135
H -2.06167 4.13089 1.91273 0.148
H 0.91662 0.08439 2.78318 -0.047
H 0.22285 -1.61905 -0.45805 0.123
H -0.51722 -1.97857 1.07657 0.116
H -2.24825 0.36210 -1.55285 0.153
H -4.59017 -0.39109 -1.31677 0.154
H -4.34673 -1.25102 0.33859 0.112
H -4.34558 -2.92462 -1.61908 0.142
H -2.61777 -2.99641 -0.87040 0.108
H -1.43464 -2.03701 -2.82228 0.109
H -2.87440 -0.93276 -3.33372 0.117
H -2.06056 -3.36175 -4.78950 0.139
H -3.75863 -2.52839 -4.86637 0.139
H -3.02333 -5.35850 -1.92142 0.099
H -2.76332 -6.34105 -3.51464 0.116
H -1.56338 -4.86089 -3.02912 0.101
H -3.44639 2.23054 -0.31344 0.161
```

LUMO, eV: -5.45
HOMO, eV: -12.06
Frontier orbital gap, eV: 6.611
Total charge: +1
Calculated total energy, eV: -71870.089